Below is C27H35MgN4O7P as an isolated structure, with properties calculated with ωB97M-V/def2-TZVPD.

Geometry (Å):
1 H -3.253 -0.768 3.452
2 C 1.486 -4.465 1.519
3 H -4.256 -0.432 2.021
4 Mg 0.266 -0.435 0.040
5 C 1.487 -5.862 1.528
6 N -1.026 -2.210 -0.084
7 H 5.959 -2.666 -1.055
8 H 4.269 2.325 -1.690
9 C 2.634 -0.130 4.369
10 C 3.397 -4.479 3.018
11 C 1.952 2.080 -0.146
12 H 1.764 -3.398 4.794
13 H -2.613 -4.279 0.081
14 H 4.149 -6.403 3.584
15 H 3.400 3.389 0.742
16 H 3.814 -3.117 0.071
17 H -2.807 2.092 -2.078
18 H -1.915 -4.355 1.723
19 H -0.760 1.986 1.336
20 C 6.559 -1.131 0.344
21 O -1.796 0.938 1.930
22 C 2.190 -2.016 6.387
23 C 4.957 -0.623 2.093
24 H 7.527 -0.958 -0.130
25 C -3.524 -1.129 2.453
26 C 2.577 -0.715 6.726
27 H 4.820 1.316 -0.332
28 C -1.966 -2.412 0.862
29 H 6.864 0.354 1.887
30 C -2.556 -3.766 1.047
31 C 6.186 -0.393 1.469
32 O -2.615 2.952 -0.168
33 C 4.083 -1.588 1.581
34 H 2.413 -7.658 2.303
35 C 2.069 -2.383 5.044
36 C 2.783 0.230 5.713
37 N -1.492 -0.179 1.351
38 H -3.066 3.661 -0.654
39 H 2.440 -1.802 -1.750
40 H -4.019 -2.100 2.550
41 H 0.764 -3.915 0.910
42 H 4.519 0.564 -1.920
43 H 1.995 -2.752 7.169
44 C 2.423 -6.568 2.287
45 N 0.749 1.643 0.239
46 H -2.451 0.992 -0.724
47 H 2.702 -0.434 7.774
48 O -0.414 -0.712 -2.086
49 H 2.752 0.619 3.583
50 H 2.735 3.977 -0.790
51 P 2.475 -1.982 2.304
52 H -3.560 -3.723 1.475
53 C 5.683 -2.087 -0.173
54 H 0.044 -0.419 -2.889
55 C 2.768 1.085 -0.818
56 O -0.977 -3.036 -1.074
57 C 3.389 -5.872 3.016
58 H -1.167 2.087 -1.378
59 C 2.423 -3.775 2.294
60 C -2.318 -1.237 1.588
61 H 4.158 -3.937 3.581
62 N 2.164 -0.078 -0.991
63 O 0.014 2.547 0.964
64 H 4.686 -0.074 2.993
65 O 1.372 -1.382 1.464
66 H -0.567 -1.698 -2.145
67 H 1.723 4.021 0.691
68 H 3.076 1.251 5.967
69 C 4.178 1.336 -1.224
70 C 2.379 -1.467 4.022
71 H 0.755 -6.399 0.928
72 O 2.942 -0.965 -1.760
73 C 2.479 3.449 0.141
74 C 4.454 -2.312 0.440
75 C -2.232 1.975 -1.144

- ΔE to the lowest compared entry with this formula, charge and spin (kcal/mol) = 2.63
- max |F| (eV Å⁻¹) = 3.5
- energy (Ha) = -2336.9263
- HOMO-LUMO gap (alpha / beta) (eV) = 4.6849 / 4.6838

Mulliken population analysis, charges in e, atoms 1 to 8: number 1, H, carries 0.264; number 2, C, carries -0.086; number 3, H, carries 0.268; number 4, Mg, carries 0.562; number 5, C, carries -0.601; number 6, N, carries 0.810; number 7, H, carries 0.397; number 8, H, carries 0.442

Below is C21H27F4N3Ru as an isolated structure, with properties calculated with ωB97M-V/def2-TZVPD.

Geometry (Å):
1 H -2.085 -1.684 0.852
2 C -1.180 1.805 -2.862
3 C 2.071 -0.472 3.461
4 C -1.989 0.594 2.125
5 C 1.655 -3.449 -1.692
6 C 0.148 -0.200 -2.883
7 F 4.874 0.947 0.816
8 F 3.779 -1.122 4.890
9 H -3.785 1.578 0.557
10 C 3.984 0.484 1.674
11 C 0.727 -1.241 -1.977
12 H -0.822 -0.547 -3.243
13 C 1.152 1.926 -2.335
14 N -0.077 1.095 -2.174
15 C 1.640 0.111 2.248
16 H -3.665 -0.898 0.866
17 H 5.434 -0.164 3.127
18 H 2.030 1.347 -2.061
19 H -1.930 1.661 2.323
20 H 0.767 -0.029 -3.767
21 C 3.421 -0.560 3.753
22 H 2.099 -4.337 -2.120
23 H 1.090 2.822 -1.718
24 C 1.297 -2.392 -2.511
25 F 2.255 1.135 0.213
26 F 1.199 -0.980 4.316
27 C -2.875 -1.270 -1.100
28 N 0.349 0.250 1.827
29 H -2.912 0.221 2.571
30 C 4.383 -0.086 2.878
31 H -2.409 3.556 -0.562
32 C -2.695 -0.925 0.362
33 C -2.812 1.526 0.059
34 C 1.422 -3.376 -0.325
35 H -0.966 2.756 0.033
36 H -3.623 -0.650 -1.591
37 Ru -0.065 0.648 0.007
38 H -3.219 -2.301 -1.170
39 H -2.994 1.293 -0.983
40 H -0.937 1.922 -3.920
41 H -2.190 3.330 1.160
42 H 0.702 -2.203 1.295
43 H 1.252 2.230 -3.379
44 H -0.866 -1.155 2.785
45 C 0.539 -1.149 -0.592
46 C 0.866 -2.232 0.226
47 H -1.932 -1.211 -1.642
48 H 1.679 -4.208 0.317
49 H -2.100 1.231 -2.784
50 N -2.032 0.395 0.639
51 C -2.062 2.852 0.192
52 H 1.442 -2.467 -3.583
53 C 2.651 0.564 1.375
54 C -0.773 -0.067 2.723
55 H -1.313 2.794 -2.431
56 H -0.599 0.301 3.732

- max |F| (eV Å⁻¹) = 1.6
- energy (Ha) = -1474.3819
- HOMO-LUMO gap (alpha / beta) (eV) = 5.7524 / 5.6949
- net charge = +2

natural (NBO) population analysis, charges in e, atoms 1 to 8: number 1, H, carries 0.217; number 2, C, carries -0.416; number 3, C, carries 0.410; number 4, C, carries -0.249; number 5, C, carries -0.169; number 6, C, carries -0.250; number 7, F, carries -0.259; number 8, F, carries -0.255

Below is a 3-piece molecular cluster, C4H8N2O overall, with properties calculated with ωB97M-V/def2-TZVPD.

Geometry (Å):
1 N 0.911 -1.254 0.731
2 H -2.648 -0.126 2.369
3 H 2.283 -0.569 -0.627
4 N -1.826 -0.403 1.829
5 H -0.559 1.614 -2.790
6 C 1.250 -0.869 -0.497
7 H 0.037 -1.782 0.716
8 H 0.229 -0.260 1.476
9 O -0.167 1.379 0.009
10 C 0.211 0.845 -1.011
11 H 0.825 -1.395 -1.351
12 H 0.803 0.394 -2.991
13 H -0.666 1.215 2.519
14 C 0.128 0.916 -2.336
15 C -0.811 0.293 1.954

- ΔE to the lowest compared entry with this formula, charge and spin (kcal/mol) = 151.84
- max |F| (eV Å⁻¹) = 3.5
- energy (Ha) = -341.7617
- HOMO-LUMO gap (eV) = 7.1866

natural (NBO) population analysis, charges in e, atoms 1 to 8: number 1, N, carries -0.533; number 2, H, carries 0.352; number 3, H, carries 0.202; number 4, N, carries -0.666; number 5, H, carries 0.249; number 6, C, carries -0.210; number 7, H, carries 0.367; number 8, H, carries 0.213

Below is a 16-piece molecular cluster, C5H42NO15 overall, with properties calculated with ωB97M-V/def2-TZVPD.

Geometry (Å):
1 O 3.018 -3.024 2.201
2 H 0.318 2.829 0.475
3 O 1.829 -4.507 -0.172
4 H 0.134 -3.608 0.078
5 H -3.967 2.778 -0.869
6 H -4.197 1.115 -2.794
7 O 1.310 -2.192 -2.872
8 O 4.428 -1.213 0.764
9 H -1.040 0.806 -3.304
10 H 0.646 1.346 1.394
11 C -2.008 2.086 -0.305
12 H 4.142 0.365 1.529
13 H -0.613 -0.517 -3.953
14 C -0.891 0.979 -0.406
15 H -2.323 -0.691 -0.186
16 O 2.373 4.050 -0.542
17 H -3.782 -2.082 -2.226
18 H -1.847 0.803 4.728
19 H -1.323 2.204 3.226
20 C -3.229 2.051 -1.166
21 H 3.048 -2.268 2.707
22 H -4.596 -1.075 0.637
23 H -0.618 0.607 -1.489
24 H -2.548 3.167 2.714
25 H 0.034 3.535 -1.970
26 H 2.385 -4.825 0.452
27 O -0.045 -2.809 0.597
28 O -2.472 0.161 4.325
29 O 3.546 1.146 1.648
30 H 2.521 0.272 3.186
31 H -1.128 3.590 -2.907
32 O -3.745 -1.462 0.767
33 O 2.191 -0.413 2.605
34 H 1.238 -2.519 -1.975
35 H 2.102 -2.629 -3.093
36 H 1.112 1.386 -0.274
37 O -1.426 0.083 -3.765
38 H 4.455 -2.151 1.230
39 H -3.809 -2.436 0.970
40 O -2.053 2.471 2.567
41 H -3.285 -2.952 -1.180
42 H -2.251 2.138 0.719
43 H 0.693 -2.975 1.311
44 H 1.498 4.407 -0.309
45 H 2.713 4.056 -1.413
46 H -1.640 3.081 -0.463
47 O -3.029 -2.490 -1.895
48 H -2.830 0.187 -2.258
49 N -1.339 -0.366 0.163
50 H -1.421 -0.495 1.233
51 O -0.081 3.312 -2.960
52 C 0.258 1.697 0.339
53 H 2.711 -3.567 2.814
54 H -3.297 0.656 4.298
55 H 1.828 0.172 1.911
56 H 4.123 0.322 -1.982
57 H -0.727 -1.071 -0.086
58 H 4.228 1.752 1.861
59 C -3.247 1.109 -2.086
60 H 3.751 -1.084 0.116
61 H 1.773 -4.598 -1.058
62 O 3.552 -0.267 -1.426
63 H 2.854 -0.429 -2.181

- ΔE to the lowest compared entry with this formula, charge and spin (kcal/mol) = 199.47
- max |F| (eV Å⁻¹) = 8.8
- energy (Ha) = -1398.5879
- HOMO-LUMO gap (eV) = 9.8782
- net charge = +1

natural (NBO) population analysis, charges in e, atoms 1 to 8: number 1, O, carries -0.944; number 2, H, carries 0.238; number 3, O, carries -0.996; number 4, H, carries 0.498; number 5, H, carries 0.223; number 6, H, carries 0.200; number 7, O, carries -0.935; number 8, O, carries -1.008